Run 1
ORCA calculation (ωB97M-V/def2-TZVPD) on 2 unconnected molecules or ions with the total composition C3H6N4.

Geometry as XYZ:
```
13
C3H6N4 (ωB97M-V/def2-TZVPD)
C 1.9493 0.4993 0.1690
C 0.5504 0.7522 -0.2394
C -0.6379 1.4865 0.2633
N -2.5675 -1.7217 0.3796
N -1.6198 -2.0938 -0.0095
N -0.5651 -2.5680 -0.3179
N 1.1585 -0.1072 -0.8985
H 2.8008 1.0292 -0.0489
H 2.1330 -0.0393 1.0889
H -1.4285 0.9737 0.8383
H -1.1571 1.9546 -0.7533
H -0.3341 2.4226 0.8509
H -0.2819 -2.5883 -1.3224
```

Values from the calculation:
Highest occupied orbital energy   -0.3423 hartree
Net charge   0
Gap between HOMO and LUMO   0.380 Ha
LUMO   1.01 eV

=====

Run 2
ORCA calculation (ωB97M-V/def2-TZVPD) on C3H6N4 in the gas phase.

Geometry as XYZ:
```
13
C3H6N4 (ωB97M-V/def2-TZVPD)
C 0.8131 0.6136 -0.8061
C -0.3308 0.0477 -0.1101
C -0.1600 -0.8297 1.1335
N -1.4981 -0.2740 -0.9439
N -2.0741 0.7967 -1.2037
N -1.3893 1.8597 -0.8183
N -0.2522 1.4684 -0.0299
H 1.8127 0.7467 -0.4225
H 0.8108 0.7796 -1.8645
H -0.9686 -1.5991 0.9402
H -0.3669 -0.3416 2.0419
H 0.8626 -1.2715 1.2611
H -1.7505 2.7772 -0.7980
```

Values from the calculation:
Highest occupied orbital energy   -0.3228 hartree
Net charge   0
Gap between HOMO and LUMO   0.365 Ha
SMILES   C[C@]12CN1NN=N2
LUMO   1.16 eV

=====

Run 3
ORCA calculation (ωB97M-V/def2-TZVPD) on 2 unconnected molecules or ions with the total composition C3H6N4.

Geometry as XYZ:
```
13
C3H6N4 (ωB97M-V/def2-TZVPD)
C 1.3034 0.8737 -0.6163
C -1.0551 0.0016 1.5774
C -0.0687 -1.0829 -1.4629
N 1.8715 1.6328 0.1322
N -0.1703 0.4142 2.3042
N -2.0293 -0.5130 1.0779
N 0.4743 0.1549 -1.0594
H -0.4078 -1.0694 -2.3960
H 0.7306 -1.8686 -1.2242
H -0.7494 -1.3348 -0.7601
H 0.8082 0.2484 1.9912
H -2.7087 -0.0876 0.4164
H 2.0012 2.6308 0.0196
```

Values from the calculation:
Highest occupied orbital energy   -0.3384 hartree
Net charge   0
Gap between HOMO and LUMO   0.364 Ha
SMILES   CN=C=N.N=C=N
LUMO   0.69 eV

=====

Energies relative to the minimum, hartree: run 1 0.0873; run 2 0.0479; run 3 0.0000